Entry from the Open Molecules 2025 dataset: a structure of composition C26H39Br2CaClF2MgN3O15PSi in a non-equilibrium geometry (ωB97M-V/def2-TZVPD).

Output
HOMO-LUMO gap in eV: 1.585
Highest occupied orbital energy in eV: -6.20
Lowest unoccupied orbital energy in Eh: -0.170
Calculated total energy in hartree: -9623.08010

Geometry as XYZ:
```
92
Properties=species:S:1:pos:R:3:forces:R:3:lowdin_charge:R:1
C 1.05537 -1.54500 0.24131 0.02 0.40 -0.01 -0.01
C 0.00823 -2.32483 -0.44410 1.85 -2.44 -0.40 -0.55
O 0.18795 -3.51292 -0.69789 0.76 1.39 2.13 -0.15
O -1.09558 -1.70683 -0.85304 -1.26 1.11 0.52 -0.10
C -2.34172 -2.32963 -0.59150 0.48 0.43 1.38 -0.41
Si -3.20213 -1.47578 0.86973 -0.08 0.88 0.03 0.19
Br -1.87900 -1.20089 2.52635 0.11 0.06 0.20 0.71
N -4.67249 -2.33350 1.41729 -0.05 -0.33 -0.06 -0.01
C -5.48012 -2.78280 0.35872 0.07 -0.37 0.46 -0.57
O -5.44242 -3.82056 -0.21255 -0.06 0.13 -0.26 0.18
F -6.35798 -1.84052 0.01829 0.01 0.31 -0.22 0.13
C -4.39888 -3.35920 2.38641 0.29 -0.39 0.02 -0.58
O -3.85214 -4.38533 2.20653 -0.06 0.00 -0.10 0.22
F -4.83091 -2.97513 3.57058 -0.11 0.19 0.07 0.16
P -3.81581 0.56210 0.09726 1.86 0.43 0.15 0.37
N -2.47209 1.18209 -0.34415 -0.48 -0.48 -0.50 -0.13
O -4.88235 0.48733 -1.13550 -0.95 -0.54 -0.16 -0.22
O -4.53701 1.36349 1.25090 -0.51 -0.42 0.03 -0.14
H 1.51316 -0.84388 -0.45493 -0.10 0.22 -0.04 0.11
H 0.67849 -0.97974 1.09402 0.00 0.24 -0.04 -0.06
H 1.82013 -2.22395 0.59268 0.07 -0.14 0.01 0.10
H -2.92528 -2.10098 -1.45346 -0.39 0.02 -0.12 -0.12
H -2.30883 -3.41102 -0.53484 0.07 -0.17 0.17 0.03
H -2.50069 1.45751 -1.32029 0.52 0.38 0.05 0.00
H -4.57362 -0.13051 -1.82157 -0.20 0.90 0.48 -0.07
H -4.69145 0.78298 2.01319 -0.30 0.25 0.16 0.05
Cl -1.14905 -4.28883 -2.21926 -2.29 -0.48 -2.84 0.23
C 3.80049 -4.59887 -2.95975 -0.13 0.06 0.34 -0.01
C 2.94954 -3.75019 -3.86436 0.27 -0.06 0.14 -0.31
C 3.64348 -2.54813 -4.47139 -0.04 -0.05 -0.14 -0.08
O 2.54421 -1.63987 -4.66298 0.21 -0.04 -0.10 0.03
C 1.60301 -1.94437 -3.74525 -0.24 0.00 0.18 -0.58
O 0.65141 -1.25921 -3.51045 0.00 -0.02 -0.05 0.13
O 1.88473 -3.10331 -3.13183 0.06 0.00 -0.17 0.06
H 4.58986 -5.08855 -3.52914 -0.01 0.01 -0.05 0.09
H 4.25208 -3.99321 -2.17343 0.04 0.04 -0.04 0.09
H 3.19452 -5.36143 -2.47306 -0.01 -0.05 -0.08 0.09
H 2.48909 -4.36735 -4.63991 -0.07 0.07 -0.04 0.16
H 4.13118 -2.76238 -5.41824 -0.13 0.11 -0.12 0.14
H 4.36028 -2.08310 -3.79141 -0.01 -0.08 0.09 0.14
Ca -3.87551 -1.96235 -3.14576 0.93 -1.54 -1.18 1.38
N -7.90229 2.34464 4.18308 -0.02 -0.03 0.03 0.00
C -8.33209 1.73156 5.32826 -0.02 0.01 -0.05 -0.14
C -7.42486 0.76025 5.65245 0.02 -0.03 -0.03 -0.10
C -6.40221 0.79175 4.66441 -0.01 -0.04 -0.05 -0.11
C -6.72704 1.78064 3.77333 -0.01 -0.01 -0.04 -0.15
H -8.37673 3.09403 3.71541 0.01 0.03 0.01 0.14
H -9.24254 2.03802 5.81285 0.00 0.00 0.02 0.11
H -7.48257 0.10296 6.50292 0.02 0.00 0.02 0.09
H -5.52892 0.16009 4.62116 0.03 0.02 0.06 0.09
H -6.22569 2.13450 2.88969 -0.01 0.10 0.01 0.09
C 6.88822 4.96359 -3.98323 -0.09 0.06 0.07 -0.11
O 5.62323 4.64413 -4.51883 0.15 -0.27 -0.14 -0.19
C 5.39196 5.14325 -5.82179 -0.09 0.15 0.23 -0.20
C 4.71335 4.12393 -6.70529 -0.16 0.01 -0.03 -0.20
O 5.51545 3.01806 -7.08764 -0.07 -0.05 -0.20 -0.16
C 5.91330 2.06964 -6.11868 0.31 0.02 0.08 -0.19
C 4.81021 1.20069 -5.56600 -0.31 -0.11 0.40 -0.24
O 3.93671 1.93585 -4.71447 0.01 0.32 -0.51 -0.19
C 2.55580 1.67396 -4.85376 0.39 -0.09 1.00 -0.16
H 6.90690 5.98751 -3.59562 0.08 0.02 -0.03 0.09
H 7.08092 4.27432 -3.16260 -0.04 0.03 0.04 0.09
H 7.68166 4.84514 -4.72929 0.00 0.02 0.00 0.09
H 6.32866 5.46233 -6.29122 0.03 -0.02 0.00 0.13
H 4.72917 6.01533 -5.74176 0.06 0.06 -0.17 0.13
H 4.46754 4.62520 -7.64405 0.03 -0.02 -0.03 0.13
H 3.76519 3.79911 -6.26733 0.08 0.00 0.17 0.10
H 6.48036 2.53675 -5.31054 -0.17 0.01 0.10 0.12
H 6.60267 1.40328 -6.64461 -0.02 0.02 -0.05 0.13
H 5.26352 0.39983 -4.96505 0.04 -0.11 -0.20 0.13
H 4.26952 0.72922 -6.42080 0.48 0.07 0.70 -0.02
H 2.24593 1.58932 -5.89925 -0.27 0.19 1.19 -0.16
H 2.00462 2.51109 -4.42684 0.08 0.05 0.02 0.11
H 2.28437 0.76037 -4.32415 -0.19 -0.05 -0.16 0.08
C -0.24609 -0.71801 5.75560 -0.18 -0.08 0.11 -0.13
C -0.92048 -1.20060 6.87091 0.01 -0.03 -0.06 -0.10
C -0.60797 -0.70908 8.13062 0.07 0.05 -0.04 -0.11
C 0.37001 0.26705 8.26947 0.03 0.00 -0.03 -0.10
C 1.03748 0.74841 7.14761 -0.11 -0.04 0.04 -0.09
C 0.73225 0.25353 5.88644 0.39 0.37 -0.44 -0.16
H -0.48365 -1.10218 4.76859 0.16 0.03 0.13 0.00
H -1.68767 -1.95909 6.76016 0.01 -0.02 0.01 0.09
H -1.12424 -1.08546 9.00199 0.08 -0.04 -0.10 0.06
H 0.60994 0.65384 9.25330 0.00 -0.01 0.01 0.10
H 1.79709 1.51238 7.25828 0.01 0.00 0.00 0.10
H 1.24465 0.61014 4.94577 -0.56 -0.36 1.53 -0.15
Br 1.68028 0.64061 2.94285 0.14 -0.04 -1.29 -0.18
Mg 2.60582 1.23654 -7.63252 -0.35 -0.24 -2.44 0.52
C -2.68365 0.14056 10.82402 0.14 0.11 0.01 -0.90
O -1.83462 0.97352 11.10103 0.05 0.05 0.01 0.24
O -3.90702 0.36868 10.68115 -0.08 -0.10 0.00 0.29
O -2.46856 -1.08246 10.64079 -0.28 -0.05 0.17 0.27
```
Forces are in eV/Å.

***

Entry from the Open Molecules 2025 dataset: a structure of composition C26H39N13 in a non-equilibrium geometry (ωB97M-V/def2-TZVPD).

Output
HOMO-LUMO gap in eV: 8.545
Highest occupied orbital energy in eV: -8.71
Lowest unoccupied orbital energy in Eh: -0.006
Calculated total energy in hartree: -1725.02866

Geometry as XYZ:
```
78
Properties=species:S:1:pos:R:3:forces:R:3:lowdin_charge:R:1
C -0.70033 -0.38087 -4.84101 -0.21 0.85 0.66 -0.01
C -0.14057 0.22910 -3.62309 0.92 1.22 2.30 -0.15
N 0.31918 0.81655 -2.70777 -6.47 -2.33 -5.29 0.05
H -1.77068 -0.19226 -4.75805 0.08 0.20 -0.44 0.04
H -0.57780 -1.45598 -4.97224 0.59 0.21 0.15 0.10
H -0.29567 0.24532 -5.63614 -0.12 -0.49 -0.41 0.10
C 2.33114 1.35589 -2.69827 2.03 1.82 0.02 -0.15
C 2.44325 -0.00035 -3.15120 1.36 1.11 0.72 -0.31
N 2.55556 -1.06603 -3.52148 0.18 -1.94 -0.69 0.16
H 1.73915 1.86288 -3.46025 0.96 0.69 0.15 0.10
H 3.28519 1.83718 -2.48320 0.50 -0.16 -0.53 0.10
H 1.80964 1.39182 -1.74180 1.07 0.04 -1.34 0.00
C 1.68805 3.07876 0.03444 0.48 0.77 0.73 -0.09
C 3.13416 3.16234 0.35193 0.16 0.10 -0.56 -0.23
N 4.26964 3.18187 0.57100 -1.04 0.18 -0.11 0.15
H 1.45294 2.16448 -0.51043 0.43 1.33 -0.03 0.02
H 1.29617 3.97385 -0.44862 0.24 0.03 -0.04 0.10
H 1.20670 2.90796 0.99738 0.16 0.36 -0.24 0.00
C 0.09848 -0.91732 3.29459 2.36 1.54 0.81 -0.13
C 0.69232 0.27685 2.69143 1.50 3.16 -0.58 -0.18
N 1.18740 1.24185 2.22170 -1.60 -3.03 2.64 0.20
H 0.70430 -1.70903 2.85382 0.03 0.03 1.71 0.07
H -0.94355 -0.97196 2.97948 2.91 -0.27 0.33 -0.04
H 0.15868 -0.69441 4.35985 0.09 -0.75 0.25 0.12
C 0.18857 0.37313 -0.20632 1.19 1.64 3.46 -0.27
C -0.01955 -0.84616 0.61015 0.24 0.77 0.67 -0.16
N -0.17633 -1.79524 1.26305 2.27 5.21 -5.09 -0.01
H -0.77389 0.88045 -0.13998 1.49 -0.93 -0.33 -0.01
H 0.45877 0.18560 -1.24551 0.36 -0.16 1.52 0.05
H 0.79260 1.12048 0.30817 -1.11 -1.04 0.03 0.00
C -3.25163 -1.03845 -2.58648 0.12 0.43 0.75 0.01
C -2.10142 -0.75198 -1.69589 -0.18 0.22 -0.53 -0.10
N -1.21701 -0.56438 -0.96535 -7.78 -4.66 -4.98 0.03
H -4.01618 -0.34726 -2.23178 -0.31 0.01 -0.43 0.09
H -3.63070 -2.05150 -2.45177 0.24 -0.06 0.23 0.10
H -3.05329 -0.89278 -3.64834 0.03 0.19 0.37 0.06
C 4.62591 0.03208 0.90245 -0.26 1.08 0.17 -0.04
C 3.36255 0.30399 0.24473 -3.68 0.63 -1.57 -0.16
N 2.28355 0.48629 -0.22319 9.59 -2.11 1.66 0.05
H 5.25997 -0.55383 0.23704 0.22 0.17 0.35 0.11
H 4.39741 -0.38856 1.88171 0.58 -0.29 -0.56 0.04
H 4.99077 1.01817 1.18987 0.66 0.05 -0.54 0.07
C -1.07986 -3.18213 -0.35243 0.42 -1.94 -0.58 -0.09
C 0.22731 -3.78742 -0.09722 2.35 -2.30 0.19 -0.21
N 1.21725 -4.38078 0.13200 -3.17 1.09 -1.03 0.15
H -1.46171 -2.94413 0.64037 -0.45 -0.14 -1.71 0.03
H -1.65714 -4.01369 -0.75661 -0.41 0.26 -0.33 0.09
H -0.99792 -2.29303 -0.97763 0.13 -1.56 0.27 0.05
C 2.46614 -2.16436 0.93160 1.26 -0.23 0.68 -0.09
C 2.89336 -1.62668 2.20422 0.06 0.67 2.30 -0.30
N 3.21347 -1.22824 3.25126 -0.57 -0.97 -1.40 0.18
H 3.27323 -1.99726 0.21830 -0.09 -0.66 -0.06 0.10
H 1.54427 -1.71027 0.56822 1.76 -0.69 0.17 0.04
H 2.30428 -3.21107 1.18905 0.24 0.17 -0.61 0.06
C -1.94934 2.45338 -1.50700 -0.59 0.37 -1.35 -0.10
C -2.31353 2.51094 -2.92895 -0.08 -0.21 0.97 -0.25
N -2.60015 2.50223 -4.03542 -0.15 -0.05 -0.74 0.14
H -2.79246 2.37217 -0.82094 -0.46 0.31 -0.86 0.09
H -1.42196 3.37177 -1.24907 0.16 -0.24 -0.06 0.10
H -1.37063 1.55471 -1.29353 -0.05 0.98 -1.33 0.02
C -0.79042 3.70872 2.44334 -1.18 0.49 -1.36 0.00
C -1.10142 2.69970 1.39649 0.97 0.72 2.18 -0.14
N -1.39061 1.92909 0.60479 0.11 4.51 2.82 -0.03
H -1.49785 4.47613 2.12915 0.06 0.64 0.14 0.09
H 0.20162 4.14553 2.32864 -0.01 -0.42 0.30 0.09
H -1.11408 3.50266 3.46357 0.49 -0.69 -0.17 0.10
C -1.46515 -3.05897 2.75880 -2.20 -2.36 1.03 -0.10
C -2.37882 -3.91753 2.00095 -2.19 -3.06 -1.12 -0.26
N -3.05596 -4.62749 1.32977 2.03 2.48 2.47 0.12
H -0.67298 -2.72857 2.08692 -0.63 -1.54 1.06 -0.05
H -1.00043 -3.55325 3.61192 -0.53 -0.05 0.22 0.12
H -2.00577 -2.14088 2.98889 0.05 -1.58 0.37 0.03
C -3.07613 0.50229 1.37959 -0.37 -2.03 0.47 -0.03
C -2.61279 -0.09589 2.66614 -1.40 1.26 0.39 -0.14
N -2.19477 -0.52201 3.66367 -4.00 2.46 -0.50 0.14
H -2.21169 0.63559 0.72915 -0.95 -1.00 0.76 0.00
H -3.50123 1.50348 1.45041 -0.30 -0.43 0.47 0.10
H -3.68958 -0.19330 0.80692 -0.59 -0.08 0.55 0.09
```
Forces are in eV/Å.

***

Entry from the Open Molecules 2025 dataset: a structure of composition C26H39N2NaS3Si2 in a non-equilibrium geometry (ωB97M-V/def2-TZVPD).

Output
Net charge: -2
HOMO-LUMO gap in eV: 2.327
Highest occupied orbital energy in eV: 1.05
Lowest unoccupied orbital energy in Eh: 0.124
Calculated total energy in hartree: -3059.43770

Geometry as XYZ:
```
73
Properties=species:S:1:pos:R:3:forces:R:3:lowdin_charge:R:1
Na -0.41660 -0.59693 -0.29010 -0.50 -0.01 0.14 0.24
C -0.90178 0.35974 -3.33709 1.76 -0.69 -1.91 -0.22
Si -2.54458 -0.35158 -2.96958 -0.17 -1.11 2.19 0.35
C -3.04060 -1.53358 -4.35960 -1.28 -0.29 0.03 -0.21
C -3.54858 1.26712 -2.79562 -1.33 -2.10 -1.50 -0.17
N -2.36132 -1.16846 -1.44355 1.95 3.53 -2.56 -0.09
C -2.91855 -2.15938 -0.84042 -2.52 -2.76 0.53 -0.38
C -4.07875 -2.82431 -1.43096 0.33 -0.19 1.18 -0.09
C -4.65164 -3.95627 -0.78781 1.06 0.36 0.70 -0.21
C -4.09803 -4.47284 0.40947 -0.60 0.01 -0.11 -0.20
C -3.03947 -3.79770 1.06006 -0.51 1.24 -1.77 -0.12
C -2.44892 -2.60023 0.52364 -2.57 -2.02 -0.44 -0.37
N -1.65214 -1.83731 1.25300 2.96 1.31 2.18 -0.13
Si -1.11554 -2.07056 2.91148 -1.55 -1.40 -3.31 0.43
C -2.57252 -1.83961 4.06220 -0.10 1.39 0.08 -0.21
C -0.62866 -3.98325 3.25534 0.83 0.46 -0.73 -0.20
C 0.31076 -0.90643 3.30841 -0.05 0.10 0.64 -0.19
H -0.85522 1.02083 -4.23656 -0.28 0.13 0.85 0.03
H -0.15589 -0.42899 -3.65557 -0.59 0.44 0.71 0.04
H -0.57114 0.83075 -2.41552 0.31 0.42 -0.22 -0.04
H -3.03522 -1.05370 -5.33276 -0.08 0.29 -0.34 -0.01
H -4.11456 -1.87915 -4.14832 1.69 0.11 -0.56 0.02
H -2.31450 -2.37144 -4.43958 -0.68 0.26 0.40 0.03
H -3.61583 1.80909 -3.71669 0.04 0.27 -1.02 -0.01
H -2.94125 1.86197 -2.18921 0.41 0.90 1.73 -0.02
H -4.59410 1.03738 -2.53093 0.48 0.47 0.68 0.02
H -4.57755 -2.37959 -2.35662 0.84 -0.71 1.53 0.06
H -5.55460 -4.35272 -1.19907 -0.49 -0.54 -0.21 0.04
H -4.54122 -5.33789 0.96869 0.15 0.73 -0.80 0.06
H -2.79671 -4.06162 2.06898 0.08 -0.24 0.18 0.03
H -3.34477 -2.55332 3.83276 -0.21 -0.52 -0.05 0.01
H -3.06308 -0.83611 3.97614 0.61 -0.64 0.08 0.04
H -2.20114 -1.97615 5.06798 -0.20 -0.07 0.68 0.00
H 0.45694 -4.08992 2.99000 -0.51 0.10 0.84 0.00
H -1.07357 -4.79432 2.62134 -0.08 1.11 0.58 0.01
H -0.86321 -4.16510 4.31522 0.49 -0.30 -0.15 -0.01
H -0.01646 0.05122 3.73506 -0.21 -0.33 0.33 0.02
H 0.79793 -0.55700 2.40890 0.39 -0.39 -0.37 -0.04
H 1.03482 -1.38536 3.99864 -0.18 0.34 -0.36 0.02
C 5.81513 -1.23062 0.80589 1.22 0.94 1.00 -0.56
C 4.83016 -0.29908 1.54375 0.49 0.15 -0.75 -0.54
S 3.24974 -0.13420 0.71253 -0.92 0.47 -0.63 0.86
C 3.25609 1.52934 -0.11103 1.04 0.17 1.81 -0.49
C 4.35332 1.79779 -1.12745 1.04 0.38 0.41 -0.58
S 4.02559 1.32635 -2.83431 -0.67 -0.13 0.53 0.85
C 4.99284 -0.18715 -3.05220 0.53 0.20 0.37 -0.55
C 5.17798 -1.21115 -1.89867 -0.54 1.23 -0.99 -0.52
S 6.48146 -0.70874 -0.76420 0.06 0.07 -0.27 0.85
H 5.46291 -2.23948 0.70186 -0.35 -0.45 0.16 0.07
H 6.77663 -1.24629 1.36625 -0.67 -0.31 0.19 0.06
H 5.25100 0.69948 1.71297 0.11 -0.18 -0.17 0.08
H 4.63025 -0.71110 2.52226 -0.11 -0.23 0.33 0.06
H 3.31674 2.27463 0.74883 0.02 -0.76 -1.09 0.09
H 2.27414 1.64168 -0.53118 -0.66 -0.11 -0.14 0.00
H 5.34520 1.36491 -0.83514 -1.03 0.49 -0.18 0.01
H 4.51321 2.88035 -1.16995 -0.10 -0.02 0.04 0.06
H 5.96183 0.22913 -3.35289 0.02 -0.81 -0.36 0.05
H 4.42633 -0.62553 -3.87043 0.51 -0.37 -0.25 0.06
H 5.46549 -2.15803 -2.28783 0.28 -0.78 -0.66 0.05
H 4.22525 -1.35704 -1.42332 -0.25 0.12 0.59 0.04
C -0.10571 1.78722 -0.32314 -0.01 0.83 0.29 -0.01
C -0.42107 2.93010 0.03670 0.80 -1.51 -0.61 -0.20
C -0.68115 4.16963 0.62011 -2.06 1.38 0.42 -0.28
C 0.20121 4.77882 1.51342 -0.14 1.34 0.50 -0.06
C -0.11296 5.99538 2.16458 0.28 -0.74 -0.11 -0.10
C -1.38941 6.56333 1.99945 1.77 1.64 1.86 -0.17
C -2.22122 6.02808 1.08364 -2.36 -0.65 -2.12 -0.16
C -1.93412 4.86007 0.39125 2.18 -0.07 0.31 -0.03
H 1.16201 4.32354 1.68983 0.16 -0.11 -0.01 0.09
H 0.70045 6.45399 2.76784 -0.95 -0.25 -0.20 0.09
H -1.70368 7.47671 2.56673 0.51 -0.83 -0.62 0.10
H -3.15765 6.55539 0.77861 0.70 -0.43 0.59 0.11
H -2.52076 4.52517 -0.43649 -0.58 -0.29 -0.09 0.10
```
Forces are in eV/Å.

***

- Which value of calculated total energy does entry 2 give?
  -1725.02866 hartree